# 1
ORCA calculation (ωB97M-V/def2-TZVPD) on a molecular structure, C23H58Br4N5O5 in a non-equilibrium geometry.

As for the spin multiplicity: 1. For the HOMO-LUMO gap, the calculation gives 5.92 eV. The lowest unoccupied orbital energy comes out at -4.2022 eV. Its net charge is +1.

Each line ends with the Löwdin charge.
Positions of all 95 atoms, in Å:
C 0.77374 2.41799 4.27452  0.01
C 0.64245 3.05371 5.71415  -0.32
O 1.38222 3.57202 6.47933  0.18
N -0.92670 3.08344 5.88616  -0.07
H -1.38354 3.39080 5.01380  0.12
H -1.19677 2.04987 5.74684  -0.12
C -1.76753 3.56210 7.01236  -0.02
H 0.22255 3.12250 3.58314  0.12
H 0.27185 1.43095 4.39286  0.03
H 1.79188 2.50560 4.03319  0.07
H -2.37781 4.43604 6.72614  0.11
H -1.14819 3.67167 7.85990  0.08
H -2.52501 2.81018 7.26093  0.08
C -4.47092 -1.05184 -3.56689  0.00
C -3.63760 -1.78066 -2.45141  -0.46
O -2.99000 -2.72661 -2.64827  0.17
N -3.82578 -1.12402 -1.14853  0.00
H -3.98084 -0.09685 -1.27683  0.11
H -4.59795 -1.62170 -0.60891  -0.13
C -2.69136 -1.39305 -0.13943  -0.04
H -4.54165 -1.69900 -4.49321  0.11
H -3.94077 -0.11606 -3.86122  0.02
H -5.41729 -0.66032 -3.16550  0.09
H -1.68979 -1.17019 -0.54062  0.10
H -2.78263 -2.47438 0.20792  0.09
H -2.80302 -0.60754 0.52768  0.06
C 0.17836 6.08792 -3.77929  0.00
C 0.56000 4.65623 -4.32662  -0.42
C 2.03548 4.62597 -4.86000  -0.12
C 2.81944 3.29356 -4.88155  -0.14
C 2.68645 2.70197 -3.44103  -0.12
C 1.24691 2.42417 -3.06201  -0.44
N 0.42859 3.59570 -3.24478  -0.01
O -0.46685 3.91023 -2.37202  -0.04
C 1.14651 2.06736 -1.60504  -0.04
C 0.60871 1.20372 -4.02720  0.04
C -0.31319 4.19247 -5.48708  -0.01
H -0.93710 6.29412 -3.79597  0.12
H 0.80265 6.85961 -4.27444  0.10
H 0.45592 6.15620 -2.74653  0.07
H 2.53260 5.23415 -4.12581  0.11
H 2.02876 5.23058 -5.79228  0.13
H 3.85725 3.35422 -5.15720  0.11
H 2.43239 2.58997 -5.60881  0.09
H 3.23085 3.27487 -2.68768  0.13
H 3.21708 1.74941 -3.51321  0.13
H 1.36972 1.01488 -1.32839  0.10
H 0.17959 2.19289 -1.14219  0.06
H 1.83754 2.72115 -1.03282  0.10
H 0.74539 0.19481 -3.56353  0.10
H 1.06106 1.27008 -5.00924  0.06
H -0.46096 1.41321 -4.02166  0.00
H -1.38421 4.17269 -5.27873  0.09
H 0.05345 3.24423 -5.85610  0.08
H -0.12790 4.97733 -6.26882  0.12
C 4.03678 -4.84719 -1.65730  -0.04
C 5.37035 -4.19029 -1.21482  -0.31
C 5.70958 -2.95007 -2.13081  -0.14
O 7.01995 -2.39865 -1.81623  -0.21
C 7.01287 -1.17703 -1.09740  -0.10
N 5.36210 -3.78732 0.23245  0.16
H 4.97948 -4.53952 0.82723  0.17
H 6.33092 -3.62623 0.50146  0.16
H 4.73716 -2.98455 0.35027  -0.16
H 4.14942 -5.16547 -2.72437  0.11
H 3.22841 -4.10187 -1.64593  0.08
H 3.69259 -5.60954 -1.03545  0.05
H 6.11667 -4.92621 -1.35273  0.13
H 4.93638 -2.18827 -2.02281  0.11
H 5.80400 -3.39164 -3.12812  0.13
H 6.71430 -0.40179 -1.79063  0.09
H 8.02749 -1.05405 -0.71444  0.10
H 6.27109 -1.26283 -0.28008  0.05
C -2.83350 -2.39890 5.88164  -0.07
C -3.53604 -2.82814 4.59834  -0.36
C -4.18483 -4.19693 4.73855  -0.20
O -4.90778 -4.56999 3.58230  -0.22
C -4.33386 -5.62040 2.89180  -0.14
N -4.56940 -1.90860 4.07063  0.22
H -5.43736 -1.91553 4.67220  0.21
H -4.22351 -0.98719 4.06109  0.03
H -4.69539 -2.13036 3.08001  0.04
H -2.26546 -1.45411 5.78720  -0.04
H -2.18112 -3.20099 6.18128  0.08
H -3.67827 -2.33815 6.60197  0.10
H -2.79266 -2.89123 3.75918  0.17
H -4.81246 -4.25872 5.66430  0.15
H -3.41970 -4.93449 4.96353  0.13
H -4.30024 -6.48373 3.53269  0.08
H -3.26966 -5.45415 2.68074  0.09
H -4.89464 -5.87185 1.95503  0.10
Br 3.31349 -1.48997 0.70898  -0.35
Br -5.63170 -2.80689 0.63767  -0.06
Br -2.76437 2.26937 -2.61193  -0.17
Br -2.29515 0.78513 4.73441  0.11

# 2
ORCA calculation (ωB97M-V/def2-TZVPD) on 4 unconnected molecules or ions with the total composition C23H58NO14P4 in a non-equilibrium geometry.

As for the spin multiplicity: 1. For the HOMO-LUMO gap, the calculation gives 8.48 eV. The lowest unoccupied orbital energy comes out at -2.8840 eV. Its net charge is +1.

Each line ends with the Löwdin charge.
Positions of all 100 atoms, in Å:
C 0.26192 -1.42237 -4.42313  -0.23
P -0.57730 -0.07839 -5.42443  0.97
O 0.30771 0.03986 -6.87806  -0.28
N -2.23483 -0.59524 -5.93424  -0.24
C -2.32861 -2.01316 -6.43844  -0.11
C -2.85125 -3.05871 -5.37928  -0.17
O -4.00810 -2.64682 -4.64399  -0.11
C -3.63479 -1.46762 -3.92977  -0.17
C -3.20931 -0.25363 -4.84093  -0.13
H 1.20771 -0.95035 -4.02144  0.05
H -0.33788 -1.76632 -3.54267  0.05
H 0.59323 -2.29074 -5.06170  0.06
H 1.20237 0.29928 -6.58715  0.06
H -2.47563 0.01052 -6.73627  0.16
H -1.28221 -2.32535 -6.72088  0.13
H -2.93312 -2.10958 -7.37813  0.15
H -2.02046 -3.37382 -4.69473  0.13
H -3.16148 -3.96939 -5.96660  0.15
H -2.84846 -1.62664 -3.14505  0.13
H -4.55853 -1.13056 -3.37797  0.13
H -2.67745 0.47930 -4.16187  0.11
H -4.08476 0.31683 -5.25159  0.15
O 2.75082 1.37606 -1.48853  -0.28
P 4.11268 1.72439 -0.88981  0.70
O 4.26265 3.28737 -1.45390  -0.22
C 3.16083 4.18961 -1.45035  -0.30
C 3.05120 4.95046 -0.14216  -0.08
O 5.06481 0.94114 -1.99016  -0.22
C 4.52869 -0.05726 -2.84127  -0.30
C 4.08014 0.55044 -4.15794  -0.08
O 5.53651 1.88963 0.00952  -0.19
C 5.64971 2.82881 1.06474  -0.29
C 4.75553 2.49021 2.23856  -0.07
H 2.21871 3.68511 -1.66708  0.10
H 3.33391 4.90004 -2.26362  0.12
H 2.90619 4.26631 0.69787  0.06
H 2.20976 5.64541 -0.16759  0.08
H 3.95879 5.52536 0.05196  0.08
H 3.71827 -0.59719 -2.34669  0.10
H 5.32063 -0.78438 -3.03185  0.12
H 3.40526 1.39676 -4.01204  0.07
H 3.56906 -0.20018 -4.77107  0.06
H 4.93802 0.92571 -4.71525  0.08
H 5.47719 3.83963 0.69615  0.10
H 6.69191 2.80360 1.39411  0.13
H 3.71033 2.38763 1.92807  0.06
H 4.81963 3.26928 3.00069  0.09
H 5.05727 1.54001 2.68265  0.08
O 6.16437 -0.86169 4.93367  -0.26
P 5.85089 -1.95432 5.95453  0.70
O 7.42479 -2.26547 6.41295  -0.22
C 8.34892 -1.21137 6.66334  -0.29
C 8.29828 -0.73922 8.10459  -0.08
O 5.68450 -3.18567 4.86703  -0.23
C 5.41874 -2.92777 3.49379  -0.30
C 6.71118 -2.85249 2.70157  -0.07
O 5.32177 -3.10394 7.08211  -0.20
C 5.52680 -2.93472 8.47324  -0.29
C 4.73198 -1.77634 9.03876  -0.08
H 8.19822 -0.36728 5.99006  0.10
H 9.34502 -1.61024 6.45262  0.12
H 7.30487 -0.35964 8.35775  0.06
H 9.02396 0.05785 8.27673  0.08
H 8.52514 -1.55727 8.79148  0.08
H 4.81873 -2.02322 3.37609  0.10
H 4.81507 -3.75743 3.11878  0.11
H 7.41911 -2.14610 3.13781  0.07
H 6.51184 -2.54990 1.67002  0.07
H 7.20381 -3.82485 2.68810  0.08
H 6.59037 -2.84852 8.69425  0.10
H 5.19434 -3.86002 8.95170  0.13
H 4.94787 -0.84572 8.50464  0.06
H 4.96634 -1.63518 10.09583  0.09
H 3.66158 -1.96331 8.93992  0.08
O -9.15874 0.19513 0.72102  -0.25
P -9.41687 0.26038 -0.78112  0.69
O -8.81834 1.79009 -1.08603  -0.22
C -7.61781 2.25069 -0.47860  -0.29
C -6.39042 1.89075 -1.29660  -0.09
O -11.02994 0.59607 -0.73877  -0.22
C -11.80455 0.36676 0.43549  -0.29
C -11.86444 1.61840 1.29138  -0.07
O -9.65736 0.01056 -2.44311  -0.19
C -8.57967 -0.00248 -3.35655  -0.30
C -7.65591 -1.18482 -3.14606  -0.08
H -7.50695 1.87993 0.54047  0.11
H -7.69632 3.33917 -0.41255  0.12
H -6.29776 0.80626 -1.40655  0.06
H -5.48299 2.26635 -0.81902  0.08
H -6.44938 2.32222 -2.29894  0.07
H -11.42075 -0.48793 0.99481  0.10
H -12.81365 0.10388 0.11198  0.12
H -10.87131 2.01577 1.50784  0.07
H -12.36763 1.41080 2.23874  0.08
H -12.41278 2.40526 0.77316  0.08
H -8.04344 0.94657 -3.32725  0.10
H -9.01829 -0.06870 -4.35612  0.13
H -7.28496 -1.22511 -2.11711  0.07
H -6.80139 -1.12265 -3.82499  0.06
H -8.18407 -2.12055 -3.33361  0.09

# 3
ORCA calculation (ωB97M-V/def2-TZVPD) on 5 unconnected molecules or ions with the total composition C23H60N4O8 in a non-equilibrium geometry.

As for the spin multiplicity: 1. The structure (SMILES) is COC[C@H](C)N.COCCNCCOC.COCCNCCOC.COCCNCCOC.CO. The energy above the lowest of the compared OMol25 structures with the same formula, charge and spin is 70.8 kcal per mole. For the HOMO-LUMO gap, the calculation gives 8.98 eV. The lowest unoccupied orbital energy comes out at 0.6451 eV.

Each line ends with the Löwdin charge.
Positions of all 95 atoms, in Å:
C -0.89453 -2.01110 -0.87217  -0.16
O 0.09892 -1.21235 -0.29310  -0.14
H -0.86999 -2.97346 -0.36094  0.08
H -1.80955 -1.41954 -0.84193  0.07
H -0.71007 -2.14434 -1.93815  0.06
H 0.84317 -0.92451 -0.82681  0.03
C -2.60943 -1.49279 2.16997  -0.11
O -3.61389 -0.59794 2.65035  -0.18
C -3.00739 0.29332 3.54313  -0.23
C -4.15022 1.34894 3.82722  -0.18
N -5.11861 0.68920 4.73853  -0.05
C -6.57000 0.99033 4.38159  -0.16
C -7.37077 -0.01790 5.26874  -0.22
O -6.96151 -1.31724 4.91962  -0.21
C -7.33881 -2.41283 5.66609  -0.12
H -1.79178 -1.89176 2.77028  0.09
H -2.06400 -0.89051 1.44344  0.06
H -3.07067 -2.35462 1.68770  0.09
H -2.08539 0.72847 3.15760  0.11
H -2.66659 -0.24957 4.42474  0.12
H -4.38635 1.88515 2.90808  0.10
H -3.79517 2.11833 4.51284  0.10
H -5.17594 -0.28614 4.48255  0.07
H -6.71187 0.81208 3.31567  0.11
H -6.90852 1.99315 4.64213  0.11
H -8.41480 0.13574 4.99578  0.11
H -7.23187 0.11905 6.34115  0.12
H -8.07271 -2.12947 6.42053  0.08
H -6.49890 -2.81073 6.23558  0.09
H -7.70825 -3.18240 4.98831  0.09
C 2.55552 -3.79596 -0.07871  -0.11
O 3.97447 -3.96982 -0.03554  -0.19
C 4.48918 -4.74986 -1.13849  -0.20
C 5.96058 -5.09109 -0.96570  -0.24
N 6.68091 -3.91116 -0.93128  -0.05
C 6.80017 -3.31704 -2.27626  -0.20
C 7.46869 -1.96413 -2.27152  -0.20
O 6.68340 -0.90275 -1.62808  -0.18
C 7.04289 0.36545 -2.00376  -0.17
H 2.01286 -4.71225 0.15372  0.09
H 2.18453 -3.44232 -1.04069  0.08
H 2.21713 -3.05897 0.64961  0.08
H 4.29757 -4.20507 -2.06293  0.10
H 3.91830 -5.67190 -1.24820  0.12
H 6.36046 -5.64707 -1.81369  0.12
H 6.21943 -5.59074 -0.03218  0.13
H 6.01670 -3.33396 -0.43552  0.10
H 5.83387 -2.96090 -2.63341  0.09
H 7.35911 -3.81751 -3.06696  0.13
H 7.79347 -1.70608 -3.27951  0.11
H 8.46235 -2.07788 -1.83814  0.12
H 6.33230 0.64997 -2.77978  0.07
H 8.04009 0.56737 -2.39480  0.09
H 6.84133 1.17195 -1.29876  0.09
C -0.97915 7.17390 -0.19330  -0.13
O -1.26574 5.88504 0.25495  -0.21
C -2.52836 5.87313 0.95278  -0.21
C -2.73699 4.50545 1.57705  -0.21
N -2.90072 3.37869 0.67303  -0.05
C -1.82075 3.20767 -0.31612  -0.20
C -2.12782 1.96115 -1.18494  -0.19
O -3.46878 1.94021 -1.69120  -0.19
C -3.77197 3.10798 -2.46042  -0.11
H 0.04752 7.16423 -0.55931  0.09
H -0.94568 7.71121 0.75448  0.08
H -1.61720 7.67112 -0.92388  0.09
H -3.33476 6.10566 0.25725  0.12
H -2.67643 6.60305 1.74864  0.12
H -3.65765 4.46019 2.15881  0.11
H -1.90772 4.31471 2.25825  0.12
H -3.86181 3.31191 0.36982  0.10
H -0.85820 3.15485 0.19261  0.13
H -1.74039 4.03810 -1.01756  0.09
H -2.05329 1.12240 -0.49282  0.11
H -1.40046 1.94108 -1.99652  0.12
H -4.77339 2.97756 -2.87059  0.09
H -3.11298 3.17951 -3.32569  0.09
H -3.70468 4.02497 -1.87502  0.07
C 1.31924 -1.54220 -4.17457  -0.04
C 2.74396 -0.87042 -4.14519  -0.43
C 3.42961 -0.88112 -2.73566  -0.16
O 2.54815 -0.41293 -1.70849  -0.22
C 3.19177 -0.10640 -0.44955  -0.05
N 3.55176 -1.41991 -5.20036  0.04
H 0.79122 -1.16551 -3.29856  0.05
H 1.50816 -2.61359 -4.10723  0.08
H 0.78731 -1.34171 -5.10461  0.07
H 2.57226 0.19660 -4.28685  0.12
H 4.20904 -0.12364 -2.81827  0.10
H 3.88194 -1.86654 -2.62407  0.11
H 2.56670 0.54619 0.15997  0.10
H 4.20624 0.26272 -0.60021  0.08
H 3.30990 -1.03729 0.10505  0.08
H 4.47567 -1.01780 -5.13118  0.07
H 3.22462 -1.04307 -6.07846  0.08